1.
Entry from the OMol25 dataset: a structure of composition C49H58MoN6O5PS2 in a non-equilibrium geometry (wB97M-V/def2-TZVPD).

Element x y z (Å)
Mo (0.13, -0.57, 0.49)
C (4.67, 1.62, 5.45)
O (3.49, 1.00, 4.97)
C (2.79, 1.62, 3.95)
C (2.74, 3.17, 3.82)
C (1.50, 3.84, 4.31)
C (0.33, 3.22, 4.12)
C (0.26, 1.86, 3.61)
C (-0.86, 1.41, 2.97)
N (-1.00, 0.37, 2.14)
N (-2.33, -0.07, 2.21)
C (-2.42, -1.24, 1.71)
O (-1.42, -1.86, 1.12)
C (-3.71, -1.97, 1.77)
C (-4.86, -1.36, 2.25)
C (-6.06, -2.06, 2.26)
C (-6.12, -3.37, 1.80)
C (-4.97, -3.98, 1.33)
C (-3.77, -3.29, 1.31)
C (1.38, 0.98, 3.93)
O (1.28, -0.20, 4.18)
H (5.10, 0.93, 6.17)
H (5.39, 1.82, 4.66)
H (4.44, 2.56, 5.97)
H (3.66, 3.62, 4.20)
H (1.56, 4.84, 4.73)
H (-0.61, 3.73, 4.35)
H (-1.79, 1.98, 3.10)
H (-4.80, -0.34, 2.60)
H (-6.95, -1.57, 2.63)
H (-7.06, -3.90, 1.82)
H (-5.01, -5.00, 0.97)
H (-2.87, -3.75, 0.93)
N (-0.16, -2.41, -0.80)
C (0.52, -3.01, -1.91)
C (-0.14, -4.05, -2.56)
C (0.44, -4.72, -3.62)
C (1.70, -4.31, -4.04)
C (2.34, -3.27, -3.41)
C (1.79, -2.60, -2.30)
C (2.48, -1.40, -1.75)
C (3.83, -1.25, -2.10)
C (4.49, -0.04, -1.99)
C (3.75, 1.06, -1.58)
C (2.45, 0.88, -1.14)
C (1.80, -0.37, -1.07)
H (-1.14, -2.24, -1.03)
H (-0.19, -3.10, -0.04)
H (-1.13, -4.33, -2.21)
H (-0.09, -5.52, -4.12)
H (2.17, -4.79, -4.90)
H (3.28, -2.92, -3.80)
H (4.38, -2.11, -2.47)
H (5.54, 0.04, -2.23)
H (4.20, 2.05, -1.54)
H (1.93, 1.75, -0.75)
O (5.29, 0.09, 2.67)
C (4.81, 1.31, 2.32)
C (5.64, 2.28, 1.92)
C (5.15, 3.59, 1.49)
C (3.87, 3.93, 1.61)
C (2.89, 3.01, 2.27)
C (3.33, 1.53, 2.44)
C (2.50, 0.53, 1.68)
O (1.38, 0.93, 1.20)
N (2.87, -0.72, 1.78)
N (1.81, -1.60, 1.48)
C (2.18, -2.82, 1.56)
S (1.06, -4.17, 1.62)
C (2.28, -5.32, 0.96)
C (3.58, -5.06, 1.69)
S (3.88, -3.27, 1.71)
H (4.53, -0.53, 2.65)
H (6.70, 2.05, 1.84)
H (5.86, 4.27, 1.05)
H (3.51, 4.89, 1.26)
H (1.91, 3.05, 1.80)
H (2.39, -5.15, -0.12)
H (1.91, -6.34, 1.12)
H (4.42, -5.52, 1.17)
H (3.54, -5.44, 2.71)
C (-4.40, 0.37, -3.46)
C (-3.19, -0.20, -2.70)
C (-2.33, -0.95, -3.72)
C (-3.68, -1.25, -1.69)
P (-2.08, 1.04, -1.77)
N (-1.14, 0.35, -0.77)
C (-1.09, 2.00, -3.09)
C (-1.85, 2.55, -4.31)
C (0.04, 1.10, -3.61)
C (-0.43, 3.18, -2.36)
C (-3.19, 2.28, -0.84)
C (-3.95, 3.31, -1.68)
C (-4.21, 1.48, -0.01)
C (-2.30, 3.01, 0.18)
H (-4.88, -0.44, -4.00)
H (-4.12, 1.13, -4.19)
H (-5.14, 0.80, -2.79)
H (-2.87, -1.84, -4.05)
H (-1.37, -1.28, -3.31)
H (-2.12, -0.36, -4.61)
H (-3.87, -2.19, -2.21)
H (-4.60, -0.97, -1.19)
H (-2.93, -1.43, -0.93)
H (-2.26, 1.76, -4.93)
H (-1.13, 3.11, -4.93)
H (-2.65, 3.24, -4.05)
H (-0.25, 0.55, -4.50)
H (0.38, 0.40, -2.85)
H (0.90, 1.72, -3.88)
H (-1.13, 3.97, -2.12)
H (0.34, 3.60, -3.01)
H (0.05, 2.85, -1.44)
H (-4.55, 2.86, -2.46)
H (-3.29, 4.05, -2.13)
H (-4.63, 3.85, -1.01)
H (-4.98, 1.02, -0.61)
H (-4.70, 2.18, 0.67)
H (-3.72, 0.72, 0.60)
H (-1.78, 3.86, -0.25)
H (-1.56, 2.33, 0.61)
H (-2.93, 3.38, 0.99)

## Properties
HOMO-LUMO gap (spin up / spin down) in eV: 5.500 / 5.803
Expectation value of S²: 2.021
Relative energy (zero: lowest compared OMol25 entry of this formula, charge and spin) in kcal per mole: 71.8
Net charge: -1
2S+1: 3
M in Da: 1002.088
Calculated total energy in hartree: -3812.6693

Results of the Mulliken charge analysis, in e, for atoms 1 through 2: -1.98, -0.77

2.
Entry from the OMol25 dataset: a structure of composition C33H30Cl2N3O6S2Zr (wB97M-V/def2-TZVPD).

Element x y z (Å)
Zr (0.22, -0.08, 1.83)
C (-2.58, -0.25, -6.49)
O (-2.54, -1.11, -5.37)
C (-3.51, -1.00, -4.44)
C (-4.54, -0.06, -4.49)
C (-5.49, -0.05, -3.48)
C (-5.39, -0.91, -2.40)
C (-4.38, -1.87, -2.37)
C (-3.45, -1.91, -3.38)
N (-6.45, -0.78, -1.43)
N (-6.26, -0.88, -0.21)
C (-4.95, -1.03, 0.35)
C (-4.68, -2.12, 1.12)
C (-3.42, -2.32, 1.73)
C (-2.45, -1.37, 1.59)
O (-1.21, -1.43, 2.11)
C (-2.74, -0.19, 0.85)
N (-1.73, 0.71, 0.80)
C (-1.90, 1.83, 0.11)
C (-3.12, 2.12, -0.52)
C (-4.15, 1.23, -0.46)
C (-3.98, 0.01, 0.23)
H (-1.74, -0.51, -7.11)
H (-2.50, 0.80, -6.19)
H (-3.51, -0.39, -7.06)
H (-4.63, 0.63, -5.31)
H (-6.32, 0.64, -3.52)
H (-4.33, -2.60, -1.57)
H (-2.67, -2.66, -3.39)
H (-5.45, -2.87, 1.24)
H (-3.22, -3.21, 2.31)
H (-1.07, 2.51, 0.06)
H (-3.22, 3.06, -1.06)
H (-5.10, 1.45, -0.93)
Cl (1.74, -2.37, 1.61)
C (3.14, -1.76, 2.50)
C (4.39, -2.17, 2.08)
C (5.49, -1.68, 2.77)
C (5.32, -0.81, 3.83)
C (4.04, -0.42, 4.22)
Cl (3.88, 0.69, 5.53)
C (2.90, -0.90, 3.56)
S (1.28, -0.42, 4.05)
H (4.50, -2.83, 1.24)
H (6.49, -1.98, 2.48)
H (6.17, -0.42, 4.37)
C (6.55, -1.85, -2.97)
C (5.39, -1.18, -2.30)
C (4.20, -1.86, -2.06)
C (3.13, -1.24, -1.44)
C (3.25, 0.08, -1.05)
C (4.43, 0.79, -1.28)
C (5.48, 0.15, -1.90)
S (1.96, 0.91, -0.22)
O (1.81, 2.22, -0.75)
O (2.22, 0.87, 1.25)
O (0.72, 0.05, -0.31)
H (6.31, -2.88, -3.24)
H (7.42, -1.86, -2.32)
H (6.83, -1.32, -3.88)
H (4.10, -2.89, -2.38)
H (2.20, -1.77, -1.28)
H (4.50, 1.83, -1.00)
H (6.40, 0.70, -2.08)
C (0.36, 3.65, 4.20)
C (-1.15, 3.56, 4.01)
C (-1.33, 2.12, 3.57)
O (-0.17, 1.88, 2.70)
C (0.91, 2.83, 3.04)
H (0.65, 3.19, 5.15)
H (0.73, 4.67, 4.18)
H (-1.49, 4.23, 3.22)
H (-1.71, 3.77, 4.91)
H (-2.22, 1.92, 2.99)
H (-1.26, 1.43, 4.41)
H (1.09, 3.41, 2.14)
H (1.79, 2.25, 3.30)

## Properties
HOMO-LUMO gap in eV: 6.939
Relative energy (zero: lowest compared OMol25 entry of this formula, charge and spin) in kcal per mole: 8.9
Net charge: +1
M in Da: 790.882
Calculated total energy in hartree: -3654.9853

Results of the Mulliken charge analysis, in e, for atoms 1 through 2: 0.72, -0.88

3.
Entry from the OMol25 dataset: a structure of composition C11H6CdN2O4 in a non-equilibrium geometry (wB97M-V/def2-TZVPD).

Element x y z (Å)
O (-2.83, 1.65, -2.01)
C (-2.36, 0.64, -1.77)
Cd (-1.61, -0.97, -1.38)
O (-0.60, -1.17, -4.16)
C (-1.00, -1.09, -3.08)
C (-3.24, -1.63, -0.96)
O (-4.28, -2.05, -0.69)
C (-0.86, -2.57, -1.00)
O (-0.38, -3.59, -0.75)
N (1.33, 2.08, -0.38)
C (0.40, 1.51, -1.19)
N (-0.16, 0.40, -0.63)
C (0.47, 0.28, 0.56)
C (0.30, -0.70, 1.53)
C (1.10, -0.62, 2.69)
C (2.03, 0.44, 2.84)
C (2.17, 1.42, 1.84)
C (1.36, 1.30, 0.71)
H (1.89, 2.94, -0.57)
H (0.14, 1.89, -2.16)
H (-0.41, -1.51, 1.42)
H (1.01, -1.37, 3.47)
H (2.64, 0.49, 3.73)
H (2.88, 2.23, 1.94)

## Properties
HOMO-LUMO gap in eV: 6.285
Relative energy (zero: lowest compared OMol25 entry of this formula, charge and spin) in kcal per mole: 191.7
Net charge: +2
M in Da: 342.591
Calculated total energy in hartree: -999.9935

Results of the natural (NBO) charge analysis, in e, for atoms 1 through 2: -0.28, 0.30